#a
{"formula": "N3O3", "method": "ωB97M-V/def2-TZVPD", "symbols": ["N", "N", "N", "O", "O", "O"], "positions_angstrom": [[-0.74, -1.80, 0.55], [0.41, 0.86, 0.33], [-0.47, -1.07, -0.29], [-0.15, 1.98, 0.38], [1.65, 0.78, 0.32], [-0.52, -0.62, -1.42]], "lumo_ev": [4.49, 4.49], "charge": -1}

#b
{"formula": "N3O3", "method": "ωB97M-V/def2-TZVPD", "symbols": ["N", "N", "N", "O", "O", "O"], "positions_angstrom": [[1.19, -1.21, 0.05], [-1.45, -0.18, -0.15], [1.46, -0.14, 0.02], [1.89, 0.93, -0.01], [-2.66, 0.12, 0.07], [-0.59, 0.69, 0.03]], "lumo_ev": 4.34, "charge": -1}

Most stable: #b (next structure +0.300 eV)

#a
{"formula": "C6H11NO2", "method": "ωB97M-V/def2-TZVPD", "symbols": ["H", "N", "C", "O", "C", "C", "C", "C", "O", "C", "H", "H", "H", "H", "H", "H", "H", "H", "H", "H"], "positions_angstrom": [[-1.87, -1.93, 1.51], [-2.60, -1.28, 1.23], [-2.11, -0.22, 0.69], [-3.09, 0.52, 0.17], [-0.85, -0.15, -0.11], [-0.08, 1.20, -0.07], [1.23, 0.40, 0.01], [1.93, 0.24, -1.34], [2.11, 0.92, 0.98], [0.41, -0.85, 0.42], [-3.87, -0.25, 0.28], [-1.07, -0.44, -1.15], [-0.26, 1.73, 0.87], [-0.21, 1.88, -0.92], [1.24, -0.15, -2.10], [2.31, 1.21, -1.68], [2.77, -0.46, -1.25], [2.93, 0.41, 0.98], [0.69, -1.82, -0.02], [0.39, -0.94, 1.52]], "lumo_ev": 0.61, "charge": 0, "smiles": "[H]/N=C(/O)[C@H]1C[C@@](C)(O)C1"}

#b
{"formula": "C6H11NO2", "method": "ωB97M-V/def2-TZVPD", "symbols": ["C", "C", "C", "C", "C", "N", "O", "C", "O", "H", "H", "H", "H", "H", "H", "H", "H", "H", "H", "H"], "positions_angstrom": [[0.36, -1.71, 1.25], [-0.06, -0.28, 1.14], [-0.38, 0.32, 2.44], [-0.21, 0.39, -0.02], [0.04, -0.29, -1.32], [1.04, -0.99, -1.79], [2.13, -0.91, -0.92], [-0.83, 1.73, -0.23], [-2.09, 1.59, -0.89], [0.08, -2.26, 0.36], [1.48, -1.84, 1.39], [-0.07, -2.13, 2.17], [-0.78, 1.33, 2.46], [-1.02, -0.34, 3.06], [0.60, 0.39, 3.01], [-0.79, -0.15, -1.99], [2.80, -1.44, -1.40], [-0.96, 2.22, 0.71], [-0.21, 2.34, -0.86], [-2.17, 2.40, -1.51]], "lumo_ev": 0.80, "charge": 0, "smiles": "CC(C)=C(/C=N\\O)CO"}

Most stable: #a (next structure +1.264 eV)

#a
{"formula": "C6H11NO2", "method": "ωB97M-V/def2-TZVPD", "symbols": ["C", "C", "C", "C", "O", "H", "H", "H", "H", "H", "H", "C", "N", "C", "O", "H", "H", "H", "H", "H"], "positions_angstrom": [[2.13, 0.34, 0.31], [0.95, 0.47, -0.36], [-0.16, 1.36, 0.32], [-0.67, 2.52, -0.49], [-0.46, 1.19, 1.50], [2.15, 0.20, 1.38], [3.07, 0.37, -0.24], [0.96, 0.59, -1.44], [-1.50, 2.19, -1.12], [0.12, 2.92, -1.13], [-1.00, 3.32, 0.17], [-0.05, -2.22, 0.94], [-0.25, -1.56, -0.34], [-1.53, -0.98, -0.62], [-1.85, -0.71, -1.76], [-0.47, -1.60, 1.73], [1.02, -2.34, 1.10], [-0.50, -3.22, 0.92], [0.20, -1.98, -1.15], [-2.16, -0.86, 0.27]], "lumo_ev": 0.81, "charge": 0, "smiles": "C=CC(C)=O.CNC=O"}

#b
{"formula": "C6H11NO2", "method": "ωB97M-V/def2-TZVPD", "symbols": ["C", "C", "N", "C", "O", "H", "H", "H", "H", "H", "C", "C", "O", "C", "H", "H", "H", "H", "H", "H"], "positions_angstrom": [[1.87, 1.30, 1.06], [0.87, 2.05, 0.57], [1.05, 3.20, -0.17], [-0.53, 1.72, 0.91], [-0.89, 0.75, 1.52], [1.64, 0.47, 1.70], [2.90, 1.51, 0.85], [1.96, 3.32, -0.58], [0.29, 3.47, -0.78], [-1.26, 2.46, 0.53], [-1.84, -1.89, -2.19], [-1.28, -1.74, -1.00], [-0.54, -2.72, -0.42], [0.18, -2.35, 0.73], [-1.72, -2.79, -2.76], [-2.45, -1.11, -2.61], [-1.39, -0.83, -0.42], [0.40, -3.27, 1.27], [-0.39, -1.67, 1.36], [1.13, -1.87, 0.45]], "lumo_ev": 0.02, "charge": 0, "smiles": "C=C(N)C=O.C=COC"}

#c
{"formula": "C6H11NO2", "method": "ωB97M-V/def2-TZVPD", "symbols": ["O", "C", "C", "C", "N", "C", "C", "C", "O", "H", "H", "H", "H", "H", "H", "H", "H", "H", "H", "H"], "positions_angstrom": [[3.26, -0.59, -0.31], [2.41, 0.31, 0.38], [1.16, 0.49, -0.45], [0.13, -0.61, -0.42], [-1.05, -1.11, -1.07], [-1.98, -0.90, 0.10], [-1.36, 0.24, 1.01], [-0.27, 0.74, 0.10], [-0.95, 1.45, -0.95], [2.62, -1.22, -0.71], [2.93, 1.28, 0.54], [2.06, -0.05, 1.41], [1.27, 1.09, -1.36], [0.32, -1.29, 0.43], [-1.33, -0.45, -1.75], [-2.09, -1.85, 0.63], [-2.97, -0.68, -0.24], [-0.92, -0.17, 1.93], [-2.15, 0.93, 1.28], [-1.10, 2.38, -0.57]], "lumo_ev": 0.76, "charge": 0, "smiles": "OC[C@H]1[C@@H]2NCC[C@@]12O"}

Most stable: #a (next structure +0.412 eV)